This record from the OMol25 dataset describes a molecular structure, C6H10S at a distorted geometry. The level of theory is wB97M-V/def2-TZVPD.

```
17
C6H10S wB97M-V/def2-TZVPD
C -1.81 -0.97 -0.26
C -0.45 -0.81 0.36
C 1.06 1.49 0.49
C 1.27 0.67 -0.69
C 0.72 -0.51 -0.57
C 0.64 -1.54 -1.70
H -1.78 -0.31 -1.43
H -2.26 -2.08 -0.46
H -2.49 -0.33 0.73
H -0.23 -1.62 1.07
H 0.77 2.57 0.29
H 1.79 1.25 1.52
H 2.01 0.89 -1.56
H 1.38 -1.17 -2.53
H -0.30 -1.32 -2.29
H 0.92 -2.45 -1.19
S -0.53 0.91 1.25
```

Summary:
total charge	0
relative energy (zero: lowest compared OMol25 entry of this formula, charge and spin)	4.451	eV
LUMO level	0.0326	Ha

This record from the OMol25 dataset describes a single C4H5NO molecule at a distorted geometry. The level of theory is wB97M-V/def2-TZVPD.

```
11
C4H5NO wB97M-V/def2-TZVPD
O 2.22 -1.01 0.17
C 1.14 -0.47 0.11
C 0.85 0.97 0.22
C -0.41 1.28 -0.10
C -1.21 -0.37 -0.20
N -0.04 -1.16 -0.10
H 1.67 1.61 0.51
H -0.66 2.35 0.09
H -1.73 -0.11 0.69
H -1.94 -0.99 -0.80
H 0.08 -2.04 -0.58
```

Summary:
total charge	0
relative energy (zero: lowest compared OMol25 entry of this formula, charge and spin)	1.972	eV
SMILES string	O=C1C=CCN1
LUMO level	0.0324	Ha

This record from the OMol25 dataset describes a molecular structure, C33H45N9O6PPtSSi2. The level of theory is wB97M-V/def2-TZVPD.

```
98
C33H45N9O6PPtSSi2 wB97M-V/def2-TZVPD
Pt -0.49 0.54 0.16
C 0.15 3.37 -2.25
Si -0.20 3.02 -0.44
C 1.09 3.78 0.70
C -1.75 3.98 0.03
C -1.80 5.37 0.20
C -2.97 5.98 0.61
C -4.11 5.22 0.87
C -4.08 3.84 0.71
C -2.91 3.22 0.28
Si -2.77 1.43 -0.24
C -3.26 1.63 -2.04
C -3.93 0.45 0.88
H -0.19 4.39 -2.44
H -0.41 2.71 -2.92
H 1.21 3.31 -2.50
H 0.84 4.83 0.78
H 2.11 3.70 0.33
H 1.04 3.37 1.71
H -0.93 5.98 0.01
H -3.00 7.05 0.74
H -5.02 5.70 1.20
H -4.98 3.26 0.90
H -4.23 2.12 -2.05
H -3.31 0.73 -2.65
H -2.56 2.32 -2.50
H -4.91 0.31 0.41
H -4.08 1.02 1.80
H -3.56 -0.53 1.16
N -1.60 2.73 2.98
C -0.86 1.71 3.42
N -0.73 1.60 4.73
C 0.01 0.59 5.17
N 0.16 0.42 6.48
N 0.62 -0.31 4.36
C 0.44 -0.12 3.08
N -0.30 0.86 2.51
C 1.15 -1.07 2.19
C 2.12 -1.92 2.70
C 2.81 -2.76 1.85
C 2.50 -2.74 0.50
C 1.51 -1.88 0.06
N 0.84 -1.06 0.88
H -1.98 3.35 3.67
H -1.74 2.93 2.01
H -0.25 1.09 7.11
H 0.75 -0.31 6.82
H 2.33 -1.88 3.76
H 3.61 -3.40 2.21
H 3.05 -3.37 -0.19
H 1.24 -1.84 -0.99
C -5.10 -1.93 -2.26
C -4.00 -2.20 -1.27
O -2.98 -1.17 -1.46
P -1.48 -1.16 -0.99
O -1.33 -2.54 -0.21
C -1.76 -2.73 1.17
C -1.02 -3.91 1.73
O -0.61 -1.38 -2.29
C -0.89 -2.46 -3.24
C -1.47 -1.87 -4.50
H -5.91 -2.65 -2.11
H -4.74 -2.04 -3.29
H -5.50 -0.93 -2.13
H -3.54 -3.18 -1.42
H -4.36 -2.13 -0.25
H -2.84 -2.90 1.17
H -1.56 -1.81 1.72
H -1.23 -4.81 1.16
H -1.33 -4.08 2.76
H 0.06 -3.74 1.72
H -1.56 -3.18 -2.77
H 0.07 -2.94 -3.41
H -2.43 -1.40 -4.31
H -1.62 -2.67 -5.23
H -0.79 -1.14 -4.93
O 5.92 -3.14 1.86
S 6.13 -3.92 0.65
O 7.36 -4.65 0.57
O 4.93 -4.64 0.22
C 6.19 -2.68 -0.67
N 6.95 -2.88 -1.74
C 6.80 -2.04 -2.75
C 5.85 -1.01 -2.75
C 5.13 -0.89 -1.58
N 5.31 -1.69 -0.53
C 3.97 0.01 -1.36
C 3.77 0.54 -0.09
C 2.56 1.13 0.21
N 1.55 1.19 -0.68
C 1.78 0.74 -1.93
C 2.98 0.19 -2.31
H 7.45 -2.19 -3.60
H 5.72 -0.36 -3.60
H 4.52 0.43 0.68
H 2.35 1.51 1.20
H 0.94 0.79 -2.61
H 3.09 -0.20 -3.32
```

Summary:
total charge	+1
relative energy (zero: lowest compared OMol25 entry of this formula, charge and spin)	0.000	eV
LUMO level	-0.1531	Ha

This record from the OMol25 dataset describes 3 unconnected molecules or ions with the total composition C3H13N3 at a distorted geometry. The level of theory is wB97M-V/def2-TZVPD.

```
19
C3H13N3 wB97M-V/def2-TZVPD
C -0.12 0.60 -1.58
C 0.02 0.46 1.27
C 1.44 0.88 1.53
N -1.51 0.27 -1.72
H -1.90 0.57 -2.61
H -2.06 0.60 -0.94
H 0.42 0.42 -2.51
H 0.12 1.57 -1.14
H -0.63 1.25 0.89
H -0.50 0.09 2.15
H 2.15 0.05 1.44
H 1.59 1.24 2.56
H 1.77 1.65 0.83
N 0.64 -1.55 -0.14
N -0.47 -2.02 0.51
H -0.66 -1.73 1.46
H 0.61 -1.97 -1.07
H 0.45 -0.37 -0.92
H -1.36 -2.00 0.01
```

Summary:
total charge	0
relative energy (zero: lowest compared OMol25 entry of this formula, charge and spin)	6.073	eV
LUMO level (spin up / spin down)	0.0284 / 0.0204	Ha

This record from the OMol25 dataset describes a molecular structure, C33H38AsF6IrN3OSbSe at a distorted geometry. The level of theory is wB97M-V/def2-TZVPD.

```
85
C33H38AsF6IrN3OSbSe wB97M-V/def2-TZVPD
Ir 0.72 -1.72 0.43
Se -0.24 -1.35 3.78
N -0.70 -1.68 2.07
C -2.01 -1.79 1.97
C -2.81 -1.89 0.78
C -4.14 -1.90 0.91
C -4.77 -1.76 2.21
C -4.09 -1.54 3.36
C -2.69 -1.60 3.22
N -1.91 -1.42 4.31
H -2.45 -2.05 -0.22
H -4.67 -1.92 -0.05
H -5.84 -1.77 2.37
H -4.62 -1.50 4.26
F 0.12 -3.83 0.22
Sb -0.57 -4.64 -1.39
F -0.17 -6.20 -0.46
F 1.21 -4.51 -1.81
F -0.93 -5.37 -3.04
F -0.95 -2.87 -1.98
F -2.32 -4.77 -0.79
C 3.95 5.69 -1.30
C 3.00 4.56 -1.05
C 3.48 3.33 -0.72
C 2.62 2.33 -0.41
C 3.26 0.96 -0.12
C 1.24 2.45 -0.58
As 0.29 0.95 0.07
N 0.40 -0.48 -1.21
C 1.09 -0.57 -2.31
C 1.14 0.41 -3.38
C 1.95 0.31 -4.54
C 2.80 -0.79 -4.57
C 2.72 -1.80 -3.60
C 1.81 -1.74 -2.54
C -1.67 1.26 0.43
C -2.71 0.95 -0.48
C -2.58 0.48 -1.91
C -4.02 1.04 0.06
C -4.26 1.30 1.45
C -5.60 1.24 1.99
C -3.20 1.76 2.18
C -1.91 1.78 1.67
C -0.75 2.43 2.46
C 0.70 3.69 -1.00
C -0.73 4.11 -1.25
C 1.63 4.72 -1.29
H 4.61 5.80 -0.40
H 3.49 6.70 -1.44
H 4.52 5.50 -2.20
H 4.58 3.24 -0.54
H 4.39 1.01 0.08
H 3.13 0.19 -0.87
H 2.93 0.51 0.76
H 0.50 1.26 -3.34
H 1.80 1.00 -5.34
H 3.52 -0.95 -5.36
H 3.32 -2.70 -3.73
H 1.63 -2.67 -1.96
H -3.54 0.63 -2.42
H -2.25 -0.53 -1.96
H -1.83 1.11 -2.42
H -4.97 0.83 -0.49
H -5.50 0.83 3.02
H -6.16 0.47 1.42
H -6.21 2.14 1.97
H -3.25 2.17 3.21
H -1.21 3.13 3.25
H -0.16 3.01 1.75
H 0.02 1.83 2.95
H -1.40 3.30 -1.17
H -0.66 4.51 -2.32
H -0.94 4.89 -0.53
H 1.26 5.65 -1.78
C 2.83 -4.60 1.81
C 3.18 -3.17 1.56
C 4.21 -2.47 2.48
O 2.04 -2.34 1.61
H 3.75 -5.24 1.79
H 2.14 -4.99 1.05
H 2.39 -4.69 2.77
H 3.50 -2.93 0.52
H 4.20 -2.75 3.56
H 4.04 -1.36 2.37
H 5.23 -2.62 2.14
```

Summary:
total charge	+1
spin multiplicity	6
relative energy (zero: lowest compared OMol25 entry of this formula, charge and spin)	1.336	eV
LUMO level (spin up / spin down)	-0.1457 / -0.2116	Ha

This record from the OMol25 dataset describes a single CH3FP2 molecule at a distorted geometry. The level of theory is wB97M-V/def2-TZVPD.

```
7
CH3FP2 wB97M-V/def2-TZVPD
H -0.77 -1.95 -0.17
P -1.82 -1.14 -0.23
C -0.54 0.53 0.12
F -1.31 1.67 0.24
P 1.11 0.62 -0.51
H 1.90 0.96 0.78
H 1.42 -0.70 -0.23
```

Summary:
total charge	0
relative energy (zero: lowest compared OMol25 entry of this formula, charge and spin)	2.999	eV
SMILES string	[H]/P=C(/F)P
LUMO level (spin up / spin down)	-0.0202 / -0.0449	Ha

This record from the OMol25 dataset describes a molecular structure, C19H16AlN3O7S3. The level of theory is wB97M-V/def2-TZVPD.

```
49
C19H16AlN3O7S3 wB97M-V/def2-TZVPD
Al 0.33 0.51 0.49
C 1.50 -7.07 -1.17
C 1.69 -5.60 -0.87
C 0.57 -4.77 -0.73
C 0.73 -3.43 -0.46
C 2.01 -2.90 -0.33
C 3.13 -3.70 -0.48
C 2.96 -5.05 -0.74
S 2.20 -1.20 0.04
O 3.59 -0.87 -0.01
O 1.29 -0.47 -0.93
N 1.42 -0.82 1.34
C 2.05 -0.36 2.57
C 1.41 1.00 2.92
O 1.63 1.54 3.97
O 0.62 1.48 1.97
H 0.80 -7.52 -0.47
H 2.44 -7.61 -1.11
H 1.09 -7.20 -2.17
H -0.42 -5.18 -0.83
H -0.14 -2.78 -0.35
H 4.12 -3.27 -0.38
H 3.83 -5.69 -0.86
H 3.12 -0.21 2.47
H 1.87 -1.04 3.41
S 0.03 3.59 -2.68
C -0.04 4.33 -1.14
C 0.09 3.40 -0.17
N 0.25 2.11 -0.65
C 0.24 2.08 -1.96
H -0.18 5.39 -1.03
H 0.09 3.55 0.90
H 0.33 1.16 -2.53
O -3.11 1.02 -3.52
S -3.04 -0.21 -2.80
O -3.01 -1.45 -3.52
N -1.76 -0.14 -1.75
C -2.17 -0.12 -0.53
O -1.38 -0.01 0.49
C -3.63 -0.20 -0.31
C -4.34 -0.22 0.87
C -5.73 -0.30 0.80
C -6.37 -0.36 -0.44
C -5.66 -0.34 -1.63
C -4.28 -0.26 -1.53
H -3.83 -0.16 1.82
H -6.32 -0.31 1.70
H -7.45 -0.42 -0.47
H -6.15 -0.39 -2.59
```

Summary:
total charge	0
relative energy (zero: lowest compared OMol25 entry of this formula, charge and spin)	0.000	eV
LUMO level	-0.0002	Ha

This record from the OMol25 dataset describes a single C6H5N molecule at a distorted geometry. The level of theory is wB97M-V/def2-TZVPD.

```
12
C6H5N wB97M-V/def2-TZVPD
C -0.60 1.03 0.88
C -0.18 -0.05 1.54
C 0.22 -0.84 0.32
C 1.25 -0.10 -0.46
C -0.11 0.58 -0.48
C -0.97 -0.40 -1.30
N -0.72 -1.48 -0.68
H -1.12 2.02 1.04
H -0.04 -0.51 2.56
H 1.77 -0.43 -1.33
H 2.05 0.41 -0.01
H -1.56 -0.23 -2.08
```

Summary:
total charge	0
relative energy (zero: lowest compared OMol25 entry of this formula, charge and spin)	4.844	eV
SMILES string	C1=C[C@]23C[C@]12C=N3
LUMO level	0.0391	Ha